1.
# C6H20O7

A 4-piece molecular cluster, C6H20O7 overall in a non-equilibrium geometry (wB97M-V/def2-TZVPD, OMol25).

Molar mass = 204.219 g mol⁻¹
SMILES string = OCCO.OCCO.OCCO.O
Relative energy (zero: lowest compared OMol25 entry of this formula, charge and spin) = 82.6 kcal per mole
LUMO energy = 0.0107 hartree
HOMO level = -9.948 eV

Atoms and positions in Å:
C -3.86567 0.80020 0.02823
C -5.13789 0.16344 -0.54880
O -6.27016 0.16602 0.35587
O -2.77642 0.44776 -0.83438
H -3.72939 0.37793 1.02384
H -4.05472 1.85367 0.23453
H -4.76709 -0.86109 -0.57949
H -5.46086 0.61928 -1.48474
H -6.48501 1.09593 0.25243
H -2.04332 0.80702 -0.32929
C 2.07729 -1.05448 2.99723
C 1.99660 -0.71782 1.54600
O 2.72309 0.51280 1.30285
O 3.39655 -1.31595 3.35007
H 1.45433 -1.92144 3.21722
H 1.46911 -0.26284 3.43485
H 1.00753 -0.63818 1.09491
H 2.36258 -1.43751 0.81373
H 2.59808 0.61018 0.35601
H 3.72842 -2.07389 2.86324
C 2.97819 -0.87842 -2.32400
C 1.59031 -0.30045 -2.25700
O 1.46031 0.53624 -1.10578
O 4.14625 -0.01039 -2.39245
H 3.10398 -1.66253 -3.07062
H 3.10973 -1.54436 -1.47117
H 0.82364 -1.07300 -2.19794
H 1.33921 0.34460 -3.09900
H 1.15273 1.36363 -1.48316
H 3.80440 0.80139 -2.77423
O -0.66968 1.89319 0.67527
H -1.18448 1.94175 1.48079
H 0.12240 1.41730 0.92499

***

2.
# C4H9N3

A 2-piece molecular cluster, C4H9N3 overall in a non-equilibrium geometry (wB97M-V/def2-TZVPD, OMol25).

Molar mass = 99.137 g mol⁻¹
Relative energy (zero: lowest compared OMol25 entry of this formula, charge and spin) = 125.1 kcal per mole
LUMO energy (alpha / beta) = 0.0158 / -0.0822 hartree
HOMO level (alpha / beta) = -9.717 / -8.344 eV

Atoms and positions in Å:
C -0.91417 1.05573 1.07774
C -1.83245 -0.69607 -1.16589
C 2.33639 1.60518 1.36725
C -0.28500 -0.44290 -0.72041
N -1.39590 1.71481 1.92778
N 0.48251 -1.60537 -0.58340
N -0.12086 0.31443 0.46720
H -2.34554 0.22850 -1.36109
H -2.23247 -1.25653 -0.36463
H -1.59964 -1.30860 -2.15387
H 2.61253 0.75958 2.03279
H 2.81367 1.61245 0.38689
H 1.69263 2.38843 1.74832
H 0.20955 -0.02635 -1.59065
H 0.47083 -2.21987 -1.34003
H 0.10792 -2.12340 0.27200

***

3.
# C8H18NO6Tl

C8H18NO6Tl as an isolated structure in a non-equilibrium geometry (wB97M-V/def2-TZVPD, OMol25).

Molar mass = 428.616 g mol⁻¹
Relative energy (zero: lowest compared OMol25 entry of this formula, charge and spin) = 0.0 kcal per mole
LUMO energy = -0.2043 hartree
HOMO level = -8.974 eV

Atoms and positions in Å:
Tl -1.79261 0.50665 1.23725
C -1.14124 -4.32533 2.42040
C -0.73928 -2.90955 2.08053
O -1.30471 -2.33314 1.13645
O 0.14918 -2.37335 2.80401
H -1.55898 -4.33233 3.43205
H -0.29361 -4.99789 2.52684
H -1.99077 -4.68023 1.83981
C 1.19911 4.28649 0.05023
C 1.17130 3.34843 1.27083
O 2.23313 3.19245 1.88299
O 0.14108 2.67432 1.55813
H 0.22519 4.58397 -0.33018
H 1.82199 3.87974 -0.75043
H 1.82915 5.13760 0.31805
O -4.24589 -0.65514 0.28069
H -4.10376 -0.56135 -0.67222
C 2.55870 0.57667 -0.99864
C 1.04975 0.67885 -0.78369
C 0.29262 -0.19902 -1.72999
O -1.07314 -0.03157 -1.45658
C -1.89526 -0.80167 -2.31826
N 0.71717 0.16330 0.55971
H 2.83527 0.96483 -1.98195
H 2.94476 -0.44420 -0.96583
H 3.08170 1.14762 -0.23086
H 0.71076 1.70563 -0.93222
H 0.54539 -1.26340 -1.62701
H 0.53387 -0.04665 -2.78897
H -1.70676 -0.64250 -3.38581
H -2.93169 -0.46288 -2.31311
H -1.80711 -1.86099 -2.07830
H 1.23873 0.73376 1.23307
H 1.30596 -0.65914 0.71301

***

4.
# C3H9NS

One molecule with the formula C3H9NS (wB97M-V/def2-TZVPD, OMol25).

Molar mass = 91.179 g mol⁻¹
SMILES string = NCCCS
Relative energy (zero: lowest compared OMol25 entry of this formula, charge and spin) = 4.2 kcal per mole
LUMO energy = 0.0361 hartree
HOMO level = -8.781 eV

Atoms and positions in Å:
C 0.86185 -0.18192 -0.68304
C 0.04407 1.01247 -0.25965
C -1.20420 0.61842 0.56962
H 1.49239 -0.72898 1.25610
H 1.64367 -1.84144 0.08326
H 0.33066 -0.71040 -1.49970
H 1.80468 0.19173 -1.05817
H -0.29435 1.52021 -1.18332
H 0.66941 1.69769 0.34869
H -1.85408 1.49160 0.73402
H -0.92713 0.29533 1.57409
H -1.32417 -1.59015 -0.07349
N 1.01089 -1.14258 0.43753
S -2.25369 -0.63200 -0.24593

***

5.
# C4H13NO3

A 3-piece molecular cluster, C4H13NO3 overall in a non-equilibrium geometry (wB97M-V/def2-TZVPD, OMol25).

Net charge = -1
Spin multiplicity = 2
Molar mass = 123.152 g mol⁻¹
Relative energy (zero: lowest compared OMol25 entry of this formula, charge and spin) = 75.8 kcal per mole
LUMO energy (alpha / beta) = 0.1298 / 0.1108 hartree
HOMO level (alpha / beta) = -3.596 / -3.595 eV

Atoms and positions in Å:
C -1.63809 0.16316 -1.62865
C -1.90850 -0.31382 -0.29903
N -0.62118 -0.44465 0.39519
C 0.03002 0.98641 0.35644
C 0.15134 -1.60302 -0.03613
O -2.55624 -1.56604 -0.34143
H -1.48802 1.24933 -1.67045
H -1.73808 -0.31985 -2.59045
H -2.41039 0.29947 0.40312
H -0.37901 1.66825 1.09786
H 1.07685 0.88127 0.52574
H -0.01398 1.49705 -0.58542
H 1.12840 -1.67111 0.45325
H 0.28419 -1.80445 -1.14031
H -0.52151 -2.37049 0.33471
H 2.80766 1.46499 0.77586
H -2.66604 -1.60375 -1.34853
O 2.42899 2.37614 1.07088
H 3.67641 -0.55766 0.50105
H 3.15821 2.96551 1.24331
O 2.83037 -0.05790 0.38032

***

6.
# C7H14NO2

An isolated ion of composition C7H14NO2 and charge +1 in a non-equilibrium geometry (wB97M-V/def2-TZVPD, OMol25).

Net charge = +1
Molar mass = 144.194 g mol⁻¹
SMILES string = CCC[C@]1([NH+](C)C)OC1=O
Relative energy (zero: lowest compared OMol25 entry of this formula, charge and spin) = 108.2 kcal per mole
LUMO energy = -0.1172 hartree
HOMO level = -13.505 eV

Atoms and positions in Å:
C 0.98514 -2.19096 0.07685
C 0.56862 -0.52567 -0.14827
C -3.11426 -0.76289 0.02897
C 1.84825 1.11820 1.19450
C 2.68508 0.22039 -1.00143
C -0.88228 -0.10295 -0.28088
C -1.72007 -1.32905 0.19702
N 1.52380 0.50145 -0.17843
O 1.20275 -2.94023 0.89342
O 0.97124 -1.70298 -1.03606
H -3.09145 0.09560 -0.80720
H -3.57384 -0.30650 0.85591
H -3.72512 -1.51980 -0.31335
H 0.82235 1.37714 1.56573
H 2.10886 0.30349 1.79931
H 2.71058 1.79769 1.14986
H 3.38638 1.03776 -1.16045
H 3.16433 -0.57879 -0.36829
H 2.40851 -0.23463 -2.00425
H -1.26151 0.72227 0.30268
H -1.06161 0.10056 -1.33849
H -1.68310 -2.27238 -0.41985
H -1.48451 -1.61778 1.14549
H 1.00530 1.29690 -0.69128